A cluster of 7 separate species, C43H83I2N4O21 in total. Source: the OMol25 dataset; level of theory: ωB97M-V/def2-TZVPD.

Geometry as XYZ:
```
153
Properties=species:S:1:pos:R:3:forces:R:3
C 0.7778 5.4857 1.9712 1.51 -1.50 -1.19
C 1.5693 4.6532 1.5673 -1.78 0.93 1.03
C 2.4524 3.5879 1.1061 0.94 0.83 -0.03
C 1.8757 2.8589 -0.1171 -0.80 0.09 -0.08
C 0.8768 1.7597 0.3843 -0.38 0.56 0.41
N -0.4223 1.7984 -0.2083 0.40 -0.42 -0.30
O 0.6483 1.9324 1.8364 1.13 -0.08 -0.44
N -0.6272 1.4914 2.2877 -0.42 -0.37 0.22
O -0.5075 0.9167 3.2928 0.17 0.45 -0.25
C 1.6368 0.4463 0.4029 -0.41 0.68 0.76
N 2.0896 -0.1105 -0.9232 -0.30 -0.92 1.33
C 1.0047 -1.0552 -1.2969 -0.77 -0.95 -0.47
C 3.2681 -1.0017 -0.5085 0.86 -1.11 0.03
C 3.5632 -2.3144 -1.2507 -0.36 -0.16 -0.51
C 3.7272 -2.4141 -2.7790 0.26 -0.17 0.28
C 4.5947 -1.3663 -3.4862 -0.64 -0.56 -0.57
O 5.0686 -1.9036 -4.7139 0.20 0.07 0.34
C 2.5351 0.9758 -1.8737 1.13 1.01 -0.66
C 1.8709 1.2123 -3.2519 -0.94 -0.61 -0.31
I 0.3007 2.7331 -3.3991 0.33 -0.11 -0.10
C 1.4167 0.0017 -4.1196 -1.12 0.30 -0.37
C -0.0906 -0.3561 -4.1346 0.37 -0.31 0.01
I 1.8841 0.4663 -6.2000 0.30 -0.18 0.31
C 2.9431 2.3084 -1.1366 0.79 0.38 1.12
N 4.1385 2.0036 -0.2765 -0.04 -0.96 -0.27
C 3.4878 3.3785 -2.1299 -0.78 0.80 -0.02
C 3.4692 4.8376 -1.6234 0.89 0.11 -1.03
C 3.9565 5.7124 -2.8117 -0.49 -0.38 0.05
C 2.8051 6.3113 -3.6146 0.57 0.59 0.05
C 2.1167 7.5070 -2.9263 -0.38 0.11 -0.73
C 1.7124 8.5333 -3.9986 -0.15 -0.27 0.01
C 0.5928 7.9703 -4.9098 0.23 0.46 0.23
C -0.6145 8.9037 -5.0938 -0.51 -0.54 -0.42
C -1.1747 8.8746 -6.5290 -0.11 0.16 0.37
H 0.0771 6.2513 2.1586 -0.18 0.34 0.31
H 3.3759 4.1182 0.8839 0.14 -0.16 -0.37
H 2.7428 2.9226 1.9120 -0.25 -0.18 0.11
H 1.2739 3.5988 -0.6383 -0.06 -0.04 -0.13
H -0.6769 2.7555 -0.4068 -0.20 -0.07 -0.15
H -0.5809 1.2137 -1.0112 0.06 0.17 -0.10
H 1.0655 -0.2808 0.9752 -0.08 -0.38 -0.47
H 2.5097 0.6536 1.0135 0.22 0.11 -0.22
H 1.1511 -1.6005 -2.2206 0.39 0.37 -0.14
H 0.0077 -0.6315 -1.3231 0.23 0.51 0.06
H 0.9592 -1.8300 -0.5385 0.17 0.11 0.28
H 4.1930 -0.4441 -0.4079 -0.34 0.60 -0.25
H 3.0493 -1.3321 0.5027 -0.21 0.14 0.11
H 4.4858 -2.6956 -0.8105 0.12 0.33 0.21
H 2.8292 -3.0609 -0.9474 -0.12 -0.01 -0.08
H 2.7649 -2.5943 -3.2654 -0.04 0.35 -0.13
H 4.2541 -3.3521 -2.9581 0.06 -0.07 0.06
H 4.0335 -0.4705 -3.7665 0.12 0.26 0.49
H 5.4458 -1.1258 -2.8506 0.16 0.14 -0.15
H 4.3208 -1.8940 -5.3190 0.08 -0.05 -0.26
H 3.5291 0.6365 -2.1671 -0.13 -0.30 -0.23
H 2.6502 1.6551 -3.8539 0.21 0.36 0.32
H 1.9577 -0.9193 -3.9424 0.41 0.30 0.19
H -0.1757 -1.4184 -4.3655 -0.13 -0.02 -0.09
H -0.6211 0.1936 -4.9006 -0.12 0.10 -0.01
H -0.5987 -0.1738 -3.1910 0.07 0.06 0.03
H 4.6602 2.8615 -0.1374 -0.22 0.16 0.30
H 4.8000 1.4562 -0.8242 -0.02 -0.01 -0.03
H 2.9972 3.4555 -3.1006 -0.20 -0.32 0.14
H 4.5362 3.1708 -2.3399 0.02 -0.39 -0.06
H 2.4734 5.1709 -1.3408 0.03 -0.01 0.33
H 4.2047 5.0007 -0.8383 -0.31 -0.14 0.45
H 4.6213 6.5002 -2.4606 -0.09 0.13 0.02
H 4.5540 5.0913 -3.4842 0.13 -0.02 0.04
H 3.2411 6.7013 -4.5373 0.01 -0.05 -0.10
H 2.0900 5.5539 -3.9411 -0.06 -0.12 0.18
H 1.1825 7.2088 -2.4433 0.12 -0.12 0.29
H 2.7536 7.9717 -2.1744 0.16 -0.09 0.03
H 2.5732 8.7701 -4.6263 0.15 0.07 0.12
H 1.4131 9.4740 -3.5374 -0.19 -0.02 0.08
H 0.2605 7.0186 -4.4888 -0.12 -0.04 -0.05
H 1.0126 7.7318 -5.8876 0.02 -0.01 -0.05
H -1.4151 8.5443 -4.4445 0.00 0.23 0.22
H -0.4230 9.9332 -4.7974 0.36 -0.01 0.00
H -1.6973 9.8034 -6.7510 0.02 0.05 -0.11
H -0.3778 8.7299 -7.2557 -0.01 0.09 -0.12
H -1.9093 8.0797 -6.6492 0.11 -0.17 -0.09
C -2.5353 4.8826 1.9364 0.19 -0.02 -0.06
O -3.9517 4.8376 2.0735 0.00 -0.06 -0.02
C -4.5333 6.0417 2.0761 -0.13 -0.04 0.03
O -3.9623 7.0950 1.9740 0.07 0.01 -0.02
O -5.8436 5.8677 2.2099 0.00 -0.05 -0.01
C -6.6005 7.0815 2.2298 -0.25 0.18 0.02
H -2.1792 3.8590 1.9472 -0.13 -0.18 0.04
H -2.2543 5.3433 0.9882 0.00 0.13 0.09
H -2.0850 5.4200 2.7694 -0.03 0.09 -0.06
H -6.4779 7.6258 1.2953 0.11 0.04 0.05
H -6.3068 7.7032 3.0734 0.10 0.03 -0.07
H -7.6439 6.8020 2.3426 0.07 -0.18 0.00
C 9.0717 -1.5581 2.5024 0.32 -0.05 -0.01
O 7.6854 -1.8914 2.6374 -0.06 -0.04 -0.03
C 6.8705 -0.8443 2.6712 0.12 -0.12 0.06
O 7.1907 0.3119 2.5950 -0.07 0.06 -0.08
O 5.6167 -1.2975 2.7999 -0.12 -0.08 -0.08
C 4.6342 -0.2674 2.8537 -0.27 0.14 -0.01
H 9.6220 -2.4941 2.4883 -0.18 -0.09 0.02
H 9.2499 -1.0274 1.5690 -0.05 0.10 0.06
H 9.4069 -0.9625 3.3488 -0.06 0.10 -0.06
H 4.6444 0.3197 1.9329 0.11 0.15 0.11
H 4.7902 0.3783 3.7157 0.08 0.08 -0.08
H 3.6628 -0.7495 2.9563 0.12 -0.20 0.07
C -2.0429 0.2794 5.8511 0.00 0.19 0.14
O -3.0436 -0.6366 6.2982 -0.05 0.09 0.01
C -2.5793 -1.8510 6.5913 -0.12 -0.03 0.05
O -1.4320 -2.2071 6.5042 0.03 0.01 -0.05
O -3.6029 -2.5986 6.9943 -0.02 0.01 -0.01
C -3.2540 -3.9396 7.3493 -0.04 -0.30 0.11
H -2.5405 1.2236 5.6438 -0.18 -0.10 0.05
H -1.2951 0.4378 6.6274 0.05 -0.10 -0.05
H -1.5785 -0.0792 4.9440 0.07 -0.16 0.06
H -2.5528 -3.9485 8.1813 0.09 0.02 -0.09
H -2.8358 -4.4681 6.4945 0.11 0.06 0.03
H -4.1684 -4.4385 7.6561 -0.09 0.17 -0.04
C -2.6569 -8.8026 5.7012 0.11 0.06 -0.26
O -3.2036 -9.6465 6.7157 0.32 0.25 0.20
C -3.4392 -9.0230 7.8738 0.07 -0.09 0.01
O -3.2334 -7.8609 8.1030 -0.01 0.09 -0.02
O -3.9408 -9.9134 8.7263 0.00 -0.04 -0.02
C -4.2463 -9.3861 10.0206 -0.10 0.00 0.29
H -2.5094 -9.4216 4.8199 -0.07 -0.14 0.10
H -3.3490 -7.9980 5.4564 0.04 0.05 0.10
H -1.6960 -8.3979 6.0140 -0.07 0.09 0.06
H -4.9999 -8.6041 9.9484 0.09 0.07 -0.04
H -3.3473 -9.0054 10.5014 -0.01 0.10 -0.08
H -4.6432 -10.2067 10.6110 0.03 -0.11 -0.16
C -8.6436 -12.3776 2.8708 -0.18 -0.07 -0.19
O -7.8622 -12.5388 4.0547 -0.01 -0.03 0.00
C -7.1005 -11.4871 4.3568 0.00 -0.09 0.07
O -7.0314 -10.4625 3.7277 0.00 0.02 -0.03
O -6.4302 -11.7667 5.4713 -0.06 0.03 0.01
C -5.5649 -10.7168 5.9174 -0.17 -0.07 0.06
H -9.2116 -13.2942 2.7387 0.08 -0.06 0.16
H -9.3357 -11.5441 2.9771 0.10 0.07 -0.04
H -8.0021 -12.2303 2.0034 0.00 0.12 0.03
H -6.1422 -9.8192 6.1433 0.03 0.03 -0.14
H -4.8091 -10.5059 5.1692 -0.10 0.02 -0.13
H -5.0839 -11.0608 6.8215 -0.10 -0.28 0.00
C -4.3921 -2.5357 -7.9757 -0.23 -0.16 0.08
O -3.7545 -1.4432 -8.6406 -0.01 0.03 0.01
C -2.4325 -1.5568 -8.7402 -0.10 0.07 -0.06
O -1.7665 -2.4698 -8.3253 0.05 0.01 0.08
O -1.9712 -0.4801 -9.3770 0.00 0.04 0.00
C -0.5566 -0.4716 -9.5615 0.25 0.08 -0.13
H -5.4566 -2.3205 -7.9623 0.05 0.16 -0.09
H -4.2254 -3.4651 -8.5168 0.11 0.00 0.06
H -4.0351 -2.6234 -6.9508 0.10 -0.06 -0.05
H -0.2406 -1.3174 -10.1697 -0.01 -0.07 0.11
H -0.0459 -0.4869 -8.5999 -0.01 -0.13 0.00
H -0.3066 0.4481 -10.0835 -0.20 0.04 0.01
```
Positions in Å, forces in eV/Å.

## Properties
* HOMO-LUMO gap: 9.1 eV
* max |F|: 2.4 eV/Å
* charge: +1

Atomic partial charges in e from the Löwdin method, atoms 1 to 5: atom 1 (C): 0.14, atom 2 (C): -0.10, atom 3 (C): -0.17, atom 4 (C): -0.17, atom 5 (C): -0.43